Entry from the Open Molecules 2025 dataset: C18H22BCl9FNO4 as an isolated structure (ωB97M-V/def2-TZVPD).

Results
* orbital gap: 0.250 Ha

Element x y z (Å)
1 C 0.55064 2.72694 -2.15727
2 H 2.28672 -0.96206 1.75695
3 C -3.18688 0.47491 -1.89938
4 H -3.76498 1.21769 2.85467
5 H 1.97029 1.45536 -5.38793
6 Cl -0.35600 -5.56242 4.79694
7 C 3.54277 -4.37985 -0.65635
8 O -2.27082 3.41182 -4.24914
9 B 1.23411 0.71346 0.41764
10 H 1.28103 3.23544 -5.17234
11 Cl 0.76518 -3.13666 3.63184
12 C -0.52800 1.62777 -1.59282
13 Cl 3.55997 -0.35744 3.42292
14 O 1.65083 2.06559 0.88972
15 C -2.86499 -0.57457 -0.68186
16 C 1.66100 2.02997 -3.18469
17 H -1.42115 -2.70020 0.88557
18 H -1.23358 -3.37107 4.86762
19 H 5.51238 0.75482 4.14949
20 H 3.40290 -0.09642 0.49269
21 H -3.65885 -1.37175 -0.35990
22 C -3.76398 1.97072 2.06287
23 Cl -5.42681 2.48763 1.75809
24 H 2.63933 2.66481 -3.06662
25 Cl -3.03728 1.27605 0.60874
26 Cl 4.44774 -3.01271 0.00481
27 H 2.18580 -1.38330 -0.15250
28 C 1.19782 2.13475 -4.78216
29 Cl 5.83603 0.51301 1.82271
30 F 1.86176 0.57366 -2.92416
31 O -1.87919 -0.44628 3.59339
32 C -4.48866 0.68545 -2.87317
33 C 4.86813 0.82166 3.26945
34 C -1.40030 -0.53306 0.12479
35 H -0.07289 3.48405 -2.83523
36 C 2.30061 -0.51889 0.65953
37 H -4.40790 1.80300 -4.77257
38 H 3.78612 -5.27802 -0.08351
39 C -2.00179 1.53278 -2.30382
40 H -3.17444 2.83555 2.37687
41 C -2.70976 2.37633 -3.51785
42 C -2.13157 -1.38010 2.64761
43 C -0.23219 -3.80399 4.92995
44 H -0.02348 -1.71417 1.67607
45 C -0.23868 0.57761 -0.32814
46 C -1.14338 -1.63462 1.34647
47 H 4.43776 1.82384 3.20245
48 O -5.64977 0.03609 -2.98940
49 Cl -3.70608 -2.38847 2.90780
50 H 3.82565 -4.52136 -1.70228
51 Cl 1.80075 -4.09327 -0.56498
52 N -4.12005 1.85460 -3.76151
53 H 0.13917 1.63645 -4.96659
54 H 1.06456 3.38009 -1.31225
55 H 0.86445 2.58971 1.22882
56 H 0.21997 -3.55094 5.89199

Charge distribution, natural (NBO) scheme, values in e: C -0.5134; H 0.2564; C -0.1280; H 0.2319; H 0.2281; Cl -0.0159; C -0.3967; O -0.5740; B 1.0553; H 0.2297; Cl -0.0302; C 0.0659; Cl -0.0144; O -0.9226; C -0.1652; C 0.2173; H 0.2670; H 0.2267; H 0.2252; H 0.2619; H 0.2689; C -0.4126; Cl -0.0310; H 0.1853; Cl 0.0506; Cl -0.0136; H 0.2533; C -0.6664; Cl -0.0206; F -0.3919; O -0.5382; C 0.6643; C -0.3956; C 0.0430; H 0.2717; C -1.0721; H 0.4380; H 0.2245; C -0.1287; H 0.2203; C 0.6585; C 0.5472; C -0.3960; H 0.3041; C -0.3579; C -0.5621; H 0.2295; O -0.5482; Cl -0.0607; H 0.2254; Cl -0.0278; N -0.6790; H 0.2333; H 0.2546; H 0.4952; H 0.2294

=====

Entry from the Open Molecules 2025 dataset: C18H22BClN6O5PtS4 as an isolated structure (ωB97M-V/def2-TZVPD).

Results
* energy relative to the best compared isomer or geometry (same formula, charge and spin): 0.0 kJ/mol
* orbital gap (alpha / beta): 0.213 / 0.213 Ha

Element x y z (Å)
1 H 1.59856 3.41853 2.98818
2 C 0.13558 0.61726 -4.70652
3 H 3.62865 -1.54445 -2.65456
4 S -1.91662 1.29202 2.09425
5 H 1.98962 0.22871 -2.63862
6 H -0.46115 -3.62948 1.78611
7 C -2.06705 0.89727 -3.34828
8 N 1.57432 1.15805 -0.63016
9 H 4.02477 1.34288 -2.03669
10 N 0.62442 -1.50998 0.04683
11 C -3.43764 -0.89506 2.07346
12 O 0.83049 -0.46022 3.67752
13 C 2.04214 -2.31313 -1.43385
14 H 2.30834 -2.27714 -3.56154
15 H 1.65926 1.69486 3.41665
16 O -0.74481 0.78794 4.89989
17 B 1.20513 0.15085 -1.74519
18 H -0.48421 0.80842 -5.57988
19 Pt -0.70953 -0.08785 0.74117
20 C 2.90239 -2.35712 -2.65064
21 O -1.34468 -1.29828 3.98945
22 N 1.26395 -1.26418 -1.12415
23 H 2.95668 2.59783 -2.65920
24 N -0.21903 0.44595 -2.24669
25 C -0.70963 0.65464 -3.47842
26 O -6.64624 -0.34950 3.99086
27 C 0.56996 -3.27768 1.80034
28 H 3.44217 -3.30124 -2.67591
29 H 2.38755 -4.21041 -0.36666
30 S -2.27771 -1.66993 1.18487
31 N 0.91525 1.20469 0.56783
32 C -2.33949 0.82145 -1.97862
33 C -3.27235 0.43638 2.48661
34 C 1.89142 -3.25751 -0.43497
35 H -4.12824 0.00833 -1.13490
36 H 0.65258 -2.51927 2.57951
37 H -4.31253 1.62168 -1.82153
38 S -4.54807 1.13864 3.43393
39 H 1.20202 -4.12685 2.05323
40 H 4.23376 3.01672 -1.51264
41 H -2.76384 1.11114 -4.14092
42 C 2.57733 2.05131 -0.61988
43 C -5.59724 -0.30187 3.43287
44 H -3.47748 1.41424 -0.27876
45 C 3.49744 2.25988 -1.77472
46 C -3.63754 0.97528 -1.26359
47 C 0.99805 -2.71450 0.48978
48 Cl -0.27129 -0.54919 4.61229
49 H 0.61394 -0.35448 -4.83123
50 N -1.20622 0.55949 -1.33110
51 H 0.92243 1.37117 -4.67090
52 C 2.57073 2.67949 0.60643
53 C 1.20420 2.43074 2.75521
54 C 1.52301 2.11199 1.33698
55 S -4.90655 -1.69039 2.54032
56 H 0.14432 2.42238 2.98578
57 H 3.24977 3.43983 0.95210
58 O 0.13889 -1.21031 5.80826

Charge distribution, natural (NBO) scheme, values in e: H 0.2215; C -0.6431; H 0.2300; S 0.3031; H -0.0195; H 0.2285; C -0.3487; N -0.3262; H 0.2288; N -0.3465; C -0.4114; O -0.8913; C 0.2196; H 0.2265; H 0.2770; O -0.8754; B 0.5133; H 0.2313; Pt 0.9309; C -0.6429; O -0.9124; N -0.3199; H 0.2273; N -0.3252; C 0.2134; O -0.5091; C -0.6713; H 0.2325; H 0.2325; S 0.2849; N -0.3373; C 0.1947; C -0.4384; C -0.3436; H 0.2303; H 0.2819; H 0.2324; S 0.4041; H 0.2292; H 0.2321; H 0.2308; C 0.2225; C 0.2239; H 0.2258; C -0.6425; C -0.6491; C 0.2251; Cl 2.5558; H 0.2278; N -0.3503; H 0.2300; C -0.3458; C -0.6584; C 0.2317; S 0.3908; H 0.2370; H 0.2316; O -0.8303

=====

Entry from the Open Molecules 2025 dataset: a 2-piece molecular cluster, C18H22BNO8 overall (ωB97M-V/def2-TZVPD).

Results
* energy relative to the best compared isomer or geometry (same formula, charge and spin): 0.0 kJ/mol
* structure (SMILES): CCB(O)C1=C(COCOCCO)C(=O)C=CC1=O.O=[N+]([O-])c1ccccc1
* orbital gap: 0.307 Ha

Element x y z (Å)
1 H 3.54492 -5.64549 2.13233
2 C 2.38404 -0.94147 1.16303
3 C 0.23607 3.94330 -2.88316
4 H 2.72969 -3.38943 2.81805
5 H 0.87401 5.54651 -4.15151
6 C 1.40287 1.75183 1.13677
7 O -0.72167 0.75424 1.19228
8 O -0.80456 -2.17431 1.09449
9 O 4.19046 -2.34861 0.07641
10 C -0.58928 6.16649 -2.69959
11 B 3.15177 -2.32392 0.96928
12 C 1.09944 -0.74677 0.81658
13 C 0.23858 5.25111 -3.33027
14 C 0.21952 -1.79398 0.19380
15 O 1.83743 3.35490 -4.43063
16 C -1.39569 5.76690 -1.64136
17 H -2.33134 -2.93724 -0.06252
18 H 3.39614 2.37697 1.53377
19 C 3.15375 0.19023 1.75981
20 H -6.90498 -1.81467 -0.10515
21 H -2.03502 6.48779 -1.14933
22 H -4.07469 -3.71594 1.14432
23 C -4.21869 -2.66882 1.44099
24 H -4.83277 -0.83636 0.51862
25 H -2.01052 4.13308 -0.38736
26 C -2.10645 -2.07152 0.58598
27 C -5.01913 -1.90960 0.39036
28 H 4.57150 -1.46905 -0.04294
29 C 0.47278 0.59352 1.06528
30 N 1.12390 2.96160 -3.53236
31 O -6.39199 -2.22051 0.60178
32 H -4.77809 -2.62607 2.37675
33 C -1.38386 4.44614 -1.21126
34 H 0.79225 -2.68523 -0.07585
35 H 1.03201 2.74274 0.89879
36 H -2.21775 -1.13134 0.02735
37 H -4.71223 -2.19743 -0.62320
38 H -0.54625 2.49158 -1.51621
39 H -0.60174 7.19469 -3.03383
40 O -2.95539 -2.07904 1.69283
41 C 2.67824 1.56675 1.47303
42 C 3.80876 -4.76434 1.54278
43 O 4.13978 -0.02359 2.43758
44 H 3.82264 -5.07612 0.49449
45 H 4.82055 -4.44091 1.79086
46 O 1.09120 1.81733 -3.12368
47 H -0.19945 -1.38691 -0.73690
48 C -0.56377 3.52229 -1.83852
49 C 2.78488 -3.63299 1.75028
50 H 1.79810 -4.00833 1.45697

Charge distribution, natural (NBO) scheme, values in e: H 0.2040; C -0.3717; C 0.0833; H 0.2423; H 0.2504; C -0.2333; O -0.5015; O -0.5260; O -0.8614; C -0.2072; B 1.0098; C -0.0321; C -0.2124; C -0.0993; O -0.3693; C -0.1785; H 0.1269; H 0.2322; C 0.5025; H 0.4708; H 0.2218; H 0.1670; C -0.0804; H 0.1676; H 0.2295; C 0.2475; C -0.0952; H 0.4947; C 0.5048; N 0.5205; O -0.7197; H 0.2068; C -0.2090; H 0.1926; H 0.2314; H 0.1457; H 0.1561; H 0.2499; H 0.2238; O -0.5153; C -0.2273; C -0.5921; O -0.5036; H 0.2045; H 0.2089; O -0.3838; H 0.1925; C -0.2191; C -0.7878; H 0.2384

=====

Entry from the Open Molecules 2025 dataset: C18H22Cl2GeN4PtSSe as an isolated structure (ωB97M-V/def2-TZVPD).

Results
* net charge: +4
* energy relative to the best compared isomer or geometry (same formula, charge and spin): 68.4 kJ/mol
* orbital gap (alpha / beta): 0.157 / 0.157 Ha

Element x y z (Å)
1 C -6.59072 -4.73883 -0.82475
2 Pt 0.64303 1.26520 0.72774
3 H 5.93225 3.05127 2.49608
4 C 4.43869 3.26004 0.96016
5 Ge -5.36298 -4.64153 -2.28516
6 C -5.80694 -3.57546 -3.80728
7 C -3.02208 1.20583 1.92979
8 H 4.97469 4.00311 0.38594
9 H 2.04312 -1.73727 5.58629
10 N 1.01466 0.08583 2.33235
11 S 5.80748 0.42824 5.98341
12 H -4.34741 -6.83372 -2.58489
13 Se -1.84127 0.72934 0.45042
14 C 3.86004 0.15332 4.68343
15 H -6.38055 -2.68650 -3.55301
16 Cl 0.20108 2.97728 -4.01711
17 H -3.13558 0.32326 2.55571
18 H -6.46825 -4.22207 -4.40209
19 H -7.38251 -5.41302 -1.18099
20 C 2.58874 -0.25235 4.12803
21 C 4.22896 1.77362 2.82500
22 Cl 0.25460 2.80770 -1.05160
23 C 2.18419 0.38555 2.95593
24 H -3.96552 1.54625 1.50627
25 H -6.15532 -5.18358 0.06681
26 H -3.19390 -5.62384 -3.16346
27 C 4.96635 2.73528 2.12026
28 C 0.57429 -1.53953 4.02152
29 C -3.89220 -5.85861 -2.36414
30 C 4.65769 1.13477 4.04972
31 C 3.18957 2.84241 0.51526
32 H -0.09016 -2.30186 4.40327
33 N 2.48040 1.92693 1.18073
34 H -0.66864 -1.11751 2.32218
35 H -4.94555 -3.34019 -4.42823
36 C 0.23626 -0.86560 2.85686
37 H -2.23211 -0.90227 -1.37313
38 H -3.74923 -0.63606 -0.29979
39 H -3.38595 -5.96368 -1.40560
40 H 2.02877 3.36072 -2.60584
41 N 4.40417 -0.32637 5.79214
42 H 2.75037 3.26518 -0.37210
43 C 2.99116 1.38895 2.32155
44 H 1.58256 1.58428 -2.70994
45 H -7.06904 -3.78513 -0.60895
46 H -2.51057 2.01152 2.45344
47 C 1.25392 2.61572 -2.74406
48 C 1.75235 -1.23192 4.67307
49 N 5.79020 1.37953 4.69104
50 C -2.68692 -0.49305 -0.47661

Charge distribution, natural (NBO) scheme, values in e: C -1.1564; Pt 0.7042; H 0.2871; C -0.2096; Ge 1.8693; C -1.1580; C -0.7444; H 0.2821; H 0.2858; N -0.4450; S 1.1287; H 0.3120; Se 0.8598; C 0.1445; H 0.2771; Cl 0.1920; H 0.2827; H 0.3141; H 0.3129; C -0.0423; C -0.0415; Cl -0.0820; C 0.1467; H 0.2942; H 0.2785; H 0.2768; C -0.0292; C -0.2196; C -1.1554; C 0.0780; C 0.0874; H 0.2728; N -0.4332; H 0.1926; H 0.2757; C 0.0618; H 0.2790; H 0.2719; H 0.2769; H 0.2509; N -0.5738; H 0.2219; C 0.2226; H 0.2414; H 0.2767; H 0.2931; C -0.2912; C -0.0346; N -0.5542; C -0.3809